1.
{
  "formula": "C26H26IrN2O2Te",
  "method": "ωB97M-V/def2-TZVPD",
  "total_charge": -1,
  "lumo_ev": [2.4535, 2.4534],
  "e_above_lowest_kcal_mol": 78.2,
  "largest_force_ha_per_bohr": 0.0279,
  "orbital_gap_ev": [3.78, 3.78],
  "e_tot_ha": -1638.592813,
  "elements": ["Ir", "C", "C", "O", "C", "C", "C", "C", "C", "C", "O", "H", "H", "H", "H", "H", "H", "H", "N", "C", "C", "C", "C", "C", "C", "C", "C", "N", "C", "H", "H", "H", "H", "H", "H", "H", "H", "C", "C", "C", "C", "C", "C", "C", "H", "H", "H", "H", "H", "C", "Te", "C", "H", "H", "H", "H", "H", "H"],
  "positions_angstrom": [[0.40, 0.04, -0.62], [4.67, 0.65, -0.89], [3.21, 1.02, -0.75], [2.44, 0.07, -0.53], [2.81, 2.41, -0.88], [3.80, 3.41, -0.88], [3.52, 4.75, -1.05], [2.20, 5.16, -1.21], [1.19, 4.23, -1.19], [1.45, 2.84, -1.04], [0.45, 2.02, -1.10], [4.73, -0.43, -0.99], [5.26, 0.96, -0.02], [5.11, 1.11, -1.78], [4.83, 3.11, -0.73], [4.33, 5.47, -1.05], [1.96, 6.21, -1.35], [0.16, 4.53, -1.32], [0.00, -0.30, 2.00], [0.49, -1.61, 2.19], [0.76, -2.10, 3.44], [1.26, -3.40, 3.64], [1.50, -4.20, 2.56], [1.27, -3.74, 1.25], [1.54, -4.55, 0.13], [1.34, -4.04, -1.11], [0.84, -2.73, -1.25], [0.54, -1.94, -0.24], [0.76, -2.42, 1.04], [-1.01, -0.25, 2.07], [0.41, 0.35, 2.65], [0.58, -1.46, 4.30], [1.46, -3.77, 4.64], [1.88, -5.21, 2.70], [1.91, -5.55, 0.26], [1.54, -4.62, -2.00], [0.67, -2.30, -2.23], [-1.62, 0.23, -0.85], [-2.73, -0.67, -0.85], [-4.06, -0.39, -0.42], [-5.05, -1.35, -0.39], [-4.80, -2.66, -0.79], [-3.51, -2.97, -1.21], [-2.51, -2.02, -1.25], [-4.29, 0.60, -0.06], [-6.04, -1.08, -0.04], [-5.59, -3.41, -0.77], [-3.29, -3.99, -1.53], [-1.53, -2.30, -1.60], [-4.04, 2.88, -0.71], [-1.96, 2.33, -1.04], [-1.56, 2.94, 0.97], [-4.49, 2.48, 0.20], [-4.64, 2.58, -1.57], [-4.03, 3.97, -0.65], [-1.95, 3.95, 1.14], [-0.49, 2.91, 1.12], [-2.06, 2.23, 1.63]]
}

2.
{
  "formula": "C26H26N2O4S",
  "method": "ωB97M-V/def2-TZVPD",
  "smiles": "O=C(NC1CCCCC1)[C@@H](c1ccccc1)N(C(=O)c1cccs1)c1ccc2c(c1)OCO2",
  "lumo_ev": 0.3668,
  "e_above_lowest_kcal_mol": 7.3,
  "largest_force_ha_per_bohr": 0.0248,
  "orbital_gap_ev": 8.57,
  "e_tot_ha": -1815.047731,
  "elements": ["O", "C", "N", "C", "C", "C", "C", "C", "C", "C", "C", "C", "C", "C", "C", "C", "N", "C", "O", "C", "C", "C", "C", "S", "C", "C", "C", "C", "C", "C", "O", "C", "O", "H", "H", "H", "H", "H", "H", "H", "H", "H", "H", "H", "H", "H", "H", "H", "H", "H", "H", "H", "H", "H", "H", "H", "H", "H", "H"],
  "positions_angstrom": [[2.63, 0.00, -1.26], [1.48, -0.39, -1.15], [1.10, -1.51, -0.52], [2.01, -2.38, 0.21], [1.76, -3.84, -0.20], [0.69, -4.47, 0.69], [1.20, -4.59, 2.13], [2.17, -3.45, 2.48], [1.80, -2.18, 1.72], [0.30, 0.42, -1.73], [-0.60, -0.37, -2.66], [-0.10, -1.47, -3.34], [-0.91, -2.17, -4.21], [-2.22, -1.77, -4.43], [-2.71, -0.65, -3.77], [-1.90, 0.05, -2.90], [-0.44, 1.05, -0.63], [-1.33, 0.33, 0.11], [-1.50, -0.88, -0.03], [-2.15, 1.08, 1.07], [-2.68, 2.34, 1.03], [-3.50, 2.62, 2.14], [-3.59, 1.57, 3.00], [-2.69, 0.21, 2.47], [-0.01, 2.33, -0.23], [-0.06, 3.39, -1.12], [0.38, 4.66, -0.76], [0.86, 4.82, 0.52], [0.92, 3.75, 1.42], [0.50, 2.49, 1.07], [1.44, 4.18, 2.60], [1.72, 5.56, 2.43], [1.33, 5.95, 1.13], [0.11, -1.69, -0.42], [3.02, -2.07, -0.08], [1.45, -3.87, -1.24], [2.69, -4.41, -0.11], [-0.21, -3.85, 0.66], [0.43, -5.46, 0.31], [0.35, -4.57, 2.81], [1.71, -5.54, 2.27], [2.15, -3.26, 3.56], [3.19, -3.73, 2.22], [2.40, -1.34, 2.07], [0.75, -1.95, 1.91], [0.76, 1.24, -2.29], [0.92, -1.79, -3.18], [-0.52, -3.03, -4.73], [-2.85, -2.32, -5.11], [-3.72, -0.33, -3.94], [-2.29, 0.92, -2.39], [-2.50, 3.03, 0.23], [-4.01, 3.55, 2.28], [-4.13, 1.51, 3.92], [-0.46, 3.23, -2.11], [0.33, 5.49, -1.45], [0.57, 1.67, 1.76], [1.17, 6.15, 3.17], [2.80, 5.73, 2.56]]
}

3.
{
  "formula": "C26H26N3",
  "method": "ωB97M-V/def2-TZVPD",
  "total_charge": 1,
  "lumo_ev": -4.6302,
  "e_above_lowest_kcal_mol": 0.0,
  "largest_force_ha_per_bohr": 0.0316,
  "orbital_gap_ev": 5.84,
  "e_tot_ha": -1170.434281,
  "elements": ["C", "C", "C", "C", "C", "C", "C", "N", "C", "C", "N", "H", "H", "H", "H", "H", "H", "H", "H", "H", "H", "C", "N", "C", "C", "C", "C", "C", "C", "C", "C", "C", "C", "C", "C", "C", "C", "C", "C", "H", "H", "H", "H", "H", "H", "H", "H", "H", "H", "H", "H", "H", "H", "H", "H"],
  "positions_angstrom": [[3.74, -0.79, 2.55], [2.33, -1.27, 2.50], [1.87, -1.93, 1.39], [0.55, -2.39, 1.35], [-0.30, -2.15, 2.45], [0.16, -1.47, 3.58], [1.47, -1.04, 3.59], [-1.51, -2.72, 2.11], [-1.35, -3.25, 0.84], [-2.42, -3.94, 0.09], [-0.13, -3.07, 0.38], [3.97, -0.28, 3.49], [4.44, -1.62, 2.45], [3.95, -0.08, 1.74], [2.52, -2.11, 0.55], [-0.49, -1.28, 4.41], [1.85, -0.52, 4.45], [-2.37, -2.68, 2.66], [-2.06, -4.26, -0.89], [-2.77, -4.82, 0.63], [-3.26, -3.27, -0.08], [3.05, 0.57, -4.02], [3.02, -0.88, -3.79], [1.95, -1.56, -3.29], [2.29, -2.92, -3.14], [1.48, -3.90, -2.51], [1.74, -5.31, -2.47], [2.32, -6.04, -3.54], [2.67, -7.36, -3.38], [2.45, -8.03, -2.18], [2.92, -9.43, -2.00], [1.82, -7.34, -1.14], [1.45, -6.02, -1.29], [3.68, -3.05, -3.54], [4.60, -4.10, -3.49], [5.89, -3.88, -3.88], [6.30, -2.62, -4.30], [5.43, -1.56, -4.33], [4.10, -1.77, -3.94], [4.03, 0.89, -4.36], [2.32, 0.84, -4.78], [2.81, 1.10, -3.11], [1.00, -1.11, -3.06], [0.73, -3.54, -1.82], [2.50, -5.54, -4.47], [3.11, -7.90, -4.20], [2.66, -9.81, -1.01], [2.47, -10.10, -2.73], [4.00, -9.50, -2.11], [1.64, -7.85, -0.21], [0.99, -5.49, -0.48], [4.30, -5.06, -3.12], [6.60, -4.69, -3.84], [7.33, -2.47, -4.59], [5.75, -0.57, -4.61]]
}